w | DFT (ωB97M-V/def2-TZVPD) results for a 8-piece molecular cluster, C30H48O22S overall.

Results
LUMO = 0.00 eV

```
! RIJCOSX wB97M-V def2-TZVPD def2/J DEFGRID3
* xyz 0 1
H -7.034 -5.270 4.906
H 6.153 3.225 -9.680
C -5.365 -6.024 4.024
H -4.829 -6.005 4.973
O -4.471 -7.775 2.800
O 4.050 -7.740 -2.737
H 0.168 -0.055 2.117
H -2.525 2.384 10.943
H 2.007 6.069 1.056
C -0.113 -0.543 -1.421
H -10.429 6.143 2.998
H -6.248 -4.093 3.779
C -3.444 1.360 9.331
C 8.186 -3.026 -7.557
H 9.586 -2.777 -6.032
C -0.767 -0.564 1.884
H -5.417 -8.182 4.524
H -2.005 1.490 -0.139
H 5.208 3.844 -7.164
C 4.218 3.532 -7.496
H 2.858 -6.776 -1.241
O -7.195 4.562 2.714
O 6.176 -2.038 -8.072
C 4.550 -8.927 -2.769
C 2.125 7.048 1.521
O -2.870 -6.577 1.720
C -9.862 6.576 3.822
H -10.065 7.647 3.856
H 4.746 -9.245 1.353
H 5.777 -8.055 0.425
H 7.166 -1.474 -6.392
C -8.387 6.096 4.001
C 2.675 5.148 -8.056
H -1.439 -0.123 2.620
H -10.435 6.217 4.677
H -7.296 -5.423 3.208
O -1.870 3.600 7.318
C 3.822 -7.236 -1.458
C 3.918 -8.553 -0.660
H -2.292 -0.843 0.421
O 0.525 -1.032 -2.316
H -4.311 1.818 9.807
O 5.068 -9.376 -3.742
H 6.016 4.943 -9.164
O -6.265 6.180 1.286
H 6.396 -3.088 -6.326
C -3.723 -0.089 9.144
H -3.735 -0.690 10.053
O 3.154 4.481 -7.079
H 4.541 -6.445 -1.242
C 9.551 -2.499 -7.085
H 4.422 -7.582 1.291
H 1.652 8.710 -0.627
O -0.383 -1.172 -0.357
O 0.860 9.295 1.968
C 4.771 -8.401 0.663
O 8.108 -2.698 -8.921
C -8.105 4.630 3.840
H 2.879 -8.827 -0.482
C -1.273 -0.456 0.425
H -6.509 -7.614 3.258
H -7.639 4.218 4.735
H -0.611 -1.603 2.172
H 2.839 7.632 0.940
O 1.751 5.923 -7.975
H -7.992 6.333 4.988
C -1.089 0.899 -0.126
C -2.188 2.713 8.135
C -3.816 -6.672 2.488
H -4.702 -0.167 8.672
H 3.897 2.781 -9.440
S 0.604 7.918 1.342
O 6.491 -2.129 -10.361
H 3.995 2.512 -7.184
C -2.261 1.716 10.124
H 2.343 6.935 2.583
H -9.008 4.056 3.632
C 6.937 -2.380 -6.954
C 6.867 -2.299 -9.192
H 8.113 -4.112 -7.504
C -6.547 -5.128 3.942
O -4.433 -5.638 3.092
C -6.907 5.881 2.323
H -1.873 0.827 10.623
C 5.536 4.123 -9.699
H 9.569 -1.410 -7.037
O -0.614 0.654 -1.402
O 3.372 4.858 -9.156
O -1.430 2.387 9.233
H 0.809 7.096 -0.881
C -5.522 -7.476 3.701
H -0.278 1.455 0.345
H -3.019 -0.571 8.466
H 5.368 4.381 -10.745
O -7.651 6.766 3.047
H -0.166 8.558 -0.854
H 10.315 -3.030 -7.652
O -3.207 1.937 8.049
C 0.755 8.108 -0.481
C 4.218 3.721 -8.990
O 4.503 -9.483 -1.509
*
```

These are the Löwdin partial charges, in e, on atoms 1 to 5: atom 1 (H): 0.09, atom 2 (H): 0.08, atom 3 (C): -0.39, atom 4 (H): 0.16, atom 5 (O): 0.10



x | DFT (ωB97M-V/def2-TZVPD) results for a 8-piece molecular cluster, C30H48O22S overall.

Results
LUMO = -0.03 eV

```
! RIJCOSX wB97M-V def2-TZVPD def2/J DEFGRID3
* xyz 0 1
C 3.067 1.190 -3.708
C -3.344 -2.272 1.006
H 2.754 0.337 -4.322
C -2.183 2.598 2.206
C 0.621 -1.324 -0.229
C 4.422 -0.409 -2.110
H -2.818 -5.826 -2.308
H 0.232 8.307 0.928
C -4.934 2.448 4.228
H -2.079 2.058 1.263
C -0.484 -7.403 0.234
H 1.331 5.872 1.139
H 4.741 -0.004 -1.156
H -1.518 5.012 0.558
O -0.135 -3.237 -3.542
O -6.103 2.681 4.294
H -2.204 3.504 4.724
O 0.989 6.313 -0.764
C 0.373 1.292 0.558
C -2.906 1.829 3.282
C 1.152 -2.974 -3.667
H 1.204 -2.137 -0.663
C -2.668 2.522 4.669
O 1.956 -3.175 -2.809
H 0.655 -1.599 0.832
C -0.454 4.897 0.365
H 2.325 1.433 -2.959
C 4.771 2.336 2.536
H -2.227 1.801 5.356
H 4.857 1.604 -2.533
H -0.006 -1.178 -5.349
H -0.457 -5.722 -2.299
H 5.773 2.749 2.471
H -1.088 -4.055 -5.191
H -3.011 -5.428 -0.639
O 1.431 -2.399 -4.864
H 0.864 2.239 0.761
H 0.984 -1.778 -7.589
C -0.252 7.349 1.109
O 2.991 2.415 3.925
C -0.838 -3.080 -4.773
H -0.010 4.219 1.099
H -4.542 -0.876 3.522
H -0.654 -2.501 -7.446
H -5.276 -0.535 1.508
O -3.178 -1.976 2.316
C 6.080 -0.659 -3.674
H -0.498 7.319 2.173
C 0.372 -2.497 -7.056
H 3.284 1.953 -4.457
H 0.690 -3.505 -7.327
H 3.485 -0.959 -2.066
O 2.837 0.067 0.291
H -0.421 -1.284 -0.538
C -2.351 -5.270 -1.486
O -4.004 2.817 5.095
O 0.853 5.224 -2.758
O -0.541 -8.435 0.828
C -4.439 -1.776 2.917
O 5.567 -1.147 -2.510
H -0.085 0.809 1.424
H 3.918 -0.135 3.320
O -1.047 -7.115 -0.956
H 0.756 -4.683 -0.542
H -0.502 1.439 -0.082
C 4.390 0.790 -3.095
O 6.977 -1.134 -4.290
O 3.736 3.160 2.001
H -1.763 -2.516 -4.669
C -6.793 -2.116 1.884
O 5.441 0.472 -4.030
H -0.440 -4.350 0.534
C -0.129 -5.174 -0.111
H -6.860 -3.114 2.321
H -4.807 -2.632 3.490
C 0.592 5.348 -1.608
C -0.924 -5.711 -1.315
O -4.335 1.840 3.180
O 0.104 -6.307 0.698
C -5.385 -1.606 1.718
C 2.780 3.317 2.960
H 3.613 0.213 5.009
O 1.785 3.959 2.825
H 4.707 1.423 1.937
H -1.262 7.440 0.692
H -2.582 0.791 3.322
S 1.531 0.251 -0.397
C 4.293 0.422 4.180
H -1.139 2.687 2.530
H 5.005 2.346 4.696
O -2.481 -2.673 0.285
H -7.273 -2.189 0.907
H -2.501 3.627 2.046
C 0.441 6.116 0.563
C 0.169 -2.235 -5.569
H -2.351 -4.283 -1.959
H 5.283 0.050 4.444
O -0.116 4.417 -0.910
O -4.646 -2.317 0.729
H -7.466 -1.506 2.486
C 4.329 1.912 3.955
*
```

These are the Löwdin partial charges, in e, on atoms 1 to 5: atom 1 (C): -0.01, atom 2 (C): -0.55, atom 3 (H): 0.08, atom 4 (C): -0.03, atom 5 (C): -0.24



x (2.530 eV below the next structure)



w | DFT (ωB97M-V/def2-TZVPD) results for one molecule with the formula C9H9N3O.

Results
LUMO = 0.46 eV

```
! RIJCOSX wB97M-V def2-TZVPD def2/J DEFGRID3
* xyz 0 1
C -0.359 -1.093 0.628
H -5.096 1.403 -0.976
C -3.145 0.388 -1.004
H 1.504 -0.727 1.909
H 0.350 0.330 -2.137
H 2.009 1.624 -2.408
C 0.935 0.380 -1.217
H -0.102 -2.165 0.505
H 3.992 1.683 -0.780
N -2.356 0.033 -0.073
C 3.082 1.196 -0.492
C 0.730 -0.252 -0.072
C 2.931 0.470 0.653
H -2.784 0.221 -2.076
C 1.756 -0.187 0.943
N -3.879 1.242 0.852
O -2.831 0.477 1.175
C 2.097 1.124 -1.466
H 3.679 0.623 1.465
N -1.566 -0.932 -0.151
C -4.172 1.050 -0.415
H -0.363 -0.662 1.649
*
```

These are the natural (NBO) partial charges, in e, on atoms 1 to 5: atom 1 (C): -0.26, atom 2 (H): 0.24, atom 3 (C): -0.14, atom 4 (H): 0.21, atom 5 (H): 0.21



x | DFT (ωB97M-V/def2-TZVPD) results for one molecule with the formula C9H9N3O.

Results
LUMO (spin up / spin down) = 0.24 / 0.24 eV

```
! RIJCOSX wB97M-V def2-TZVPD def2/J DEFGRID3
* xyz 0 1
H 0.277 2.431 0.800
H 3.280 -3.076 -0.372
H -3.494 1.018 -1.178
C -2.271 -1.613 0.536
H 2.032 2.684 1.448
O 3.438 -0.272 -0.168
C -2.717 0.375 -0.710
C -3.187 -0.841 -0.141
C -1.377 0.700 -0.800
C 1.338 2.421 0.493
N 2.988 1.000 0.046
H -2.615 -2.614 1.024
C -0.927 -1.363 0.507
H -0.154 -1.986 1.019
C 0.892 0.042 -0.128
N 2.518 -2.427 -0.264
H -4.296 -0.961 -0.123
H -0.996 1.547 -1.379
C -0.522 -0.138 -0.097
C 2.534 -1.214 -0.208
H 1.610 3.178 -0.320
N 1.649 1.107 0.014
*
```

These are the natural (NBO) partial charges, in e, on atoms 1 to 5: atom 1 (H): 0.23, atom 2 (H): 0.40, atom 3 (H): 0.21, atom 4 (C): -0.20, atom 5 (H): 0.25



x (0.415 eV below the next structure)



w | DFT (ωB97M-V/def2-TZVPD) results for a 2-piece molecular cluster, C2 overall.

Results
LUMO = -2.24 eV

```
! RIJCOSX wB97M-V def2-TZVPD def2/J DEFGRID3
* xyz 0 1
C -0.954 -0.092 0.790
C 0.954 0.092 -0.790
*
```

Charges obtained by natural (NBO) population analysis, quoted in units of e: atom 1 (C): 0.00, atom 2 (C): 0.00



x | DFT (ωB97M-V/def2-TZVPD) results for a 2-piece molecular cluster, C2 overall.

Results
LUMO = -2.68 eV

```
! RIJCOSX wB97M-V def2-TZVPD def2/J DEFGRID3
* xyz 0 1
C 0.902 1.062 -0.348
C -0.902 -1.062 0.348
*
```

Charges obtained by natural (NBO) population analysis, quoted in units of e: atom 1 (C): 0.00, atom 2 (C): 0.00



w (1.654 eV below the next structure)



w | DFT (ωB97M-V/def2-TZVPD) results for one molecule with the formula C2.

Results
LUMO = -3.99 eV

```
! RIJCOSX wB97M-V def2-TZVPD def2/J DEFGRID3
* xyz 0 1
C -0.752 0.105 0.099
C 0.752 -0.105 -0.099
*
```

Charges obtained by natural (NBO) population analysis, quoted in units of e: atom 1 (C): 0.00, atom 2 (C): 0.00



x | DFT (ωB97M-V/def2-TZVPD) results for a 2-piece molecular cluster, C2 overall.

Results
LUMO = -2.29 eV

```
! RIJCOSX wB97M-V def2-TZVPD def2/J DEFGRID3
* xyz 0 1
C -0.171 -1.107 0.447
C 0.171 1.107 -0.447
*
```

Charges obtained by natural (NBO) population analysis, quoted in units of e: atom 1 (C): 0.00, atom 2 (C): 0.00



w (5.474 eV below the next structure)



w | DFT (ωB97M-V/def2-TZVPD) results for an isolated ion of composition C3H6NO and charge +1.

Results
LUMO (spin up / spin down) = -9.40 / -8.63 eV

```
! RIJCOSX wB97M-V def2-TZVPD def2/J DEFGRID3
* xyz 1 1
H 0.585 1.799 0.159
H 0.230 -2.149 1.131
C -0.367 0.311 -1.026
C 0.336 1.596 -0.883
C -0.517 -1.773 0.397
H -1.513 -1.662 0.852
O -1.158 -0.065 -1.877
N 0.019 -0.679 -0.153
H 1.277 1.526 -1.439
H -0.500 -2.641 -0.310
H -0.247 2.410 -1.314
*
```

These are the natural (NBO) partial charges, in e, on atoms 1 to 5: atom 1 (H): 0.28, atom 2 (H): 0.32, atom 3 (C): 0.63, atom 4 (C): -0.72, atom 5 (C): -0.52



x | DFT (ωB97M-V/def2-TZVPD) results for C3H6NO as an isolated structure.

Results
LUMO = -3.89 eV

```
! RIJCOSX wB97M-V def2-TZVPD def2/J DEFGRID3
* xyz 1 1
H -1.518 -0.869 1.288
C -0.897 0.613 -0.469
H -0.439 0.743 -1.471
C 1.034 -0.801 -0.183
C -0.857 -0.764 0.408
H 1.406 -0.680 -1.175
H 1.924 -1.202 0.479
H 0.709 1.127 1.046
N 0.248 0.291 0.458
O -0.065 -1.724 -0.088
H -1.719 1.356 -0.288
*
```

These are the natural (NBO) partial charges, in e, on atoms 1 to 5: atom 1 (H): 0.26, atom 2 (C): -0.27, atom 3 (H): 0.24, atom 4 (C): 0.09, atom 5 (C): 0.34



x (0.912 eV below the next structure)



w | DFT (ωB97M-V/def2-TZVPD) results for one molecule with the formula C5H8OS2.

Results
SMILES string = C[C@H]1O[C@@]1(C=S)CS
LUMO = -0.36 eV

```
! RIJCOSX wB97M-V def2-TZVPD def2/J DEFGRID3
* xyz 0 1
H 0.716 0.030 2.122
S -1.005 1.660 1.664
C 2.377 1.136 0.064
H 2.182 2.172 -0.210
H -1.980 -0.151 -0.498
C -1.045 -0.619 -0.765
H 1.346 0.286 -1.676
C 1.401 0.206 -0.594
H -0.837 -0.754 1.963
S -0.966 -1.572 -2.073
O 1.267 -1.135 -0.106
H 2.354 1.084 1.167
C 0.125 -0.303 0.084
H 3.391 0.917 -0.297
C -0.204 0.034 1.547
H -1.695 1.367 2.807
*
```

These are the natural (NBO) partial charges, in e, on atoms 1 to 5: atom 1 (H): 0.23, atom 2 (S): -0.04, atom 3 (C): -0.65, atom 4 (H): 0.23, atom 5 (H): 0.21



x | DFT (ωB97M-V/def2-TZVPD) results for one molecule with the formula C5H8OS2.

Results
SMILES string = C[C@@H]1S[C@H]1[C@H](O)C=S
LUMO = -0.70 eV

```
! RIJCOSX wB97M-V def2-TZVPD def2/J DEFGRID3
* xyz 0 1
C 0.268 -0.001 -0.854
H -1.638 2.105 -0.060
H 2.941 -0.306 0.093
C 0.843 -0.635 0.420
H -1.678 -0.035 -1.815
O -1.222 1.699 -0.806
S 0.787 -1.745 -1.044
S -3.140 -1.369 0.076
H 2.677 -0.615 1.677
H 0.841 0.679 -1.398
H -1.709 0.168 1.302
H 2.015 0.909 1.019
H 0.064 -0.842 1.181
C 2.180 -0.143 0.819
C -2.047 -0.174 0.281
C -1.182 0.305 -0.891
*
```

These are the natural (NBO) partial charges, in e, on atoms 1 to 5: atom 1 (C): -0.29, atom 2 (H): 0.48, atom 3 (H): 0.23, atom 4 (C): -0.28, atom 5 (H): 0.20



w (0.300 eV below the next structure)